57
Properties=species:S:1:pos:R:3:forces:R:3:lowdin_charge:R:1 method="wB97M-V/def2-TZVPD" lumo_ev=0.708 e_tot_ha=-1175.2718 de_lowest_ev=1.829 smiles=Cc1ccc([C@H](OC[C@H](O)CN[C@@H](C)c2ccccc2)c2ccccc2)cc1 charge=0
C 1.773074 5.027429 0.306699 0.0 0.0 0.0 -0.0543
C 1.846364 3.546154 0.089201 0.0 0.0 0.0 -0.2821
C 2.034331 3.034798 -1.189693 0.0 0.0 0.1 -0.0405
C 2.102868 1.671532 -1.406224 0.0 -0.1 0.1 -0.0284
C 1.990374 0.785869 -0.343073 -0.2 0.0 -0.1 -0.1793
C 2.073753 -0.710127 -0.562779 0.2 0.2 -0.1 -0.2451
O 1.092152 -1.373215 0.232673 0.4 0.4 0.1 -0.1202
C 0.229518 -2.225088 -0.468568 -0.6 -0.2 -0.4 -0.1428
C -0.818291 -1.511325 -1.345887 -0.1 0.0 0.6 -0.3308
O -0.231838 -1.270343 -2.612967 0.1 0.1 -0.3 -0.0321
C -1.315694 -0.185472 -0.721540 0.3 -0.2 -0.3 -0.1511
N -1.657061 -0.221455 0.679141 0.1 -0.2 0.3 -0.0138
C -2.758273 -1.098604 1.048053 0.0 0.0 0.2 -0.3763
C -2.911677 -1.068884 2.571257 0.1 -0.1 -0.3 -0.0341
C -4.036318 -0.617047 0.404189 0.0 -0.1 -0.1 -0.2146
C -4.939207 -1.513303 -0.149363 0.1 0.0 0.1 -0.0406
C -6.121456 -1.063858 -0.712360 -0.1 0.0 -0.1 -0.0888
C -6.409585 0.289499 -0.731887 -0.1 0.0 -0.1 -0.0977
C -5.510912 1.190898 -0.185028 0.0 0.1 0.0 -0.0802
C -4.333355 0.740172 0.382104 0.0 0.0 0.0 -0.0427
C 3.471748 -1.160352 -0.189126 -0.1 -0.3 0.0 -0.1550
C 4.514132 -0.999229 -1.092563 -0.1 0.0 0.0 -0.0305
C 5.800753 -1.370786 -0.747999 0.1 0.0 -0.1 -0.0838
C 6.058160 -1.907757 0.502414 0.1 0.0 0.0 -0.0966
C 5.022475 -2.070605 1.405795 0.1 0.0 0.1 -0.0799
C 3.735545 -1.695470 1.062989 -0.1 0.0 0.0 -0.0257
C 1.810710 1.290685 0.936586 0.0 -0.1 -0.1 -0.0147
C 1.733835 2.654768 1.147356 0.0 0.0 0.0 -0.0304
H 2.730610 5.491274 0.070642 0.0 0.1 0.0 0.0817
H 1.523845 5.257477 1.339399 0.0 0.1 0.1 0.0724
H 1.019911 5.471966 -0.342259 0.0 0.1 0.0 0.0797
H 2.121539 3.714682 -2.025669 0.0 0.1 -0.1 0.1126
H 2.234136 1.291630 -2.409639 0.0 -0.1 -0.1 0.1159
H 1.895851 -0.926558 -1.621694 0.0 0.1 0.1 0.1428
H 0.790919 -2.914749 -1.113399 0.0 0.0 0.1 0.1410
H -0.283266 -2.808419 0.301565 0.0 0.0 -0.1 0.1281
H -1.667586 -2.203290 -1.473624 0.1 0.0 0.1 0.1428
H -0.843702 -0.746529 -3.141385 0.0 0.0 0.0 0.0982
H -2.195059 0.152458 -1.282613 0.1 0.0 0.0 0.1242
H -0.523893 0.560255 -0.840141 -0.1 -0.1 -0.1 0.1171
H -0.827695 -0.454708 1.215382 -0.1 0.1 0.0 0.1041
H -2.586300 -2.148374 0.741601 -0.1 0.1 0.0 0.1298
H -3.055853 -0.044859 2.904074 0.0 0.1 0.0 0.0814
H -3.770301 -1.663258 2.873917 0.0 -0.1 0.1 0.0827
H -2.020202 -1.469855 3.048885 0.1 -0.1 0.1 0.0753
H -4.717020 -2.571870 -0.138981 0.0 -0.1 0.0 0.1105
H -6.817145 -1.771846 -1.139292 -0.1 0.0 0.0 0.1000
H -7.330557 0.640883 -1.173829 -0.1 0.0 0.0 0.0985
H -5.730737 2.248703 -0.200679 0.0 0.1 0.0 0.1011
H -3.621139 1.434027 0.801710 0.1 0.1 0.0 0.1157
H 4.315028 -0.582683 -2.069657 0.0 0.0 -0.1 0.1141
H 6.605075 -1.244444 -1.458201 0.1 0.0 -0.1 0.1010
H 7.063096 -2.199839 0.770114 0.1 0.0 0.0 0.0988
H 5.217499 -2.490574 2.382047 0.0 0.0 0.1 0.1013
H 2.921299 -1.826591 1.758993 -0.1 0.0 0.1 0.1131
H 1.719897 0.604425 1.763996 0.0 -0.1 0.1 0.1179
H 1.585597 3.031765 2.149344 0.0 0.1 0.1 0.1098

=====

58
Properties=species:S:1:pos:R:3:forces:R:3:lowdin_charge:R:1 method="wB97M-V/def2-TZVPD" lumo_ev=-1.065 e_tot_ha=-1250.4329 de_lowest_ev=1.537 charge=0
C -0.162911 -2.339950 4.598474 0.0 0.1 0.3 -0.0763
C 0.123050 -2.662713 3.158278 0.4 0.4 0.0 -0.2175
O 1.028078 -1.630768 2.690111 -0.8 -0.8 0.0 -0.0670
C 1.818232 -1.978868 1.643550 1.2 -0.6 -0.5 -0.4623
C 2.635052 -0.827681 1.221144 0.0 -1.8 0.1 -0.1062
C 3.714920 -1.000442 0.268942 0.6 -0.4 1.1 -0.3769
O 4.047938 -2.091817 -0.216413 0.0 0.9 -0.5 0.0134
C 4.614453 0.240425 0.012395 0.2 -0.7 -0.6 -0.1213
C 3.938467 1.557690 -0.339268 0.4 0.7 0.2 -0.2005
C 3.590847 2.474642 0.851511 -0.6 0.2 -0.3 -0.1976
C 2.202189 2.207907 1.458831 0.0 0.3 0.6 -0.2076
C 2.196684 1.264660 2.663529 0.1 0.0 0.1 -0.1987
C 2.989432 -0.017490 2.441409 -0.2 0.8 0.3 -0.1680
O 1.800638 -3.153553 1.222845 -0.4 1.3 0.1 0.0157
H -0.911603 -3.039594 4.982796 0.1 0.2 0.1 0.0776
H 0.757774 -2.441723 5.189017 -0.3 0.0 -0.1 0.0837
H -0.514307 -1.306689 4.710969 -0.1 -0.3 0.0 0.0796
H 0.600091 -3.642513 3.063525 -0.2 0.2 -0.1 0.1191
H -0.779124 -2.618745 2.536484 0.1 -0.2 0.1 0.1239
H 5.298476 0.385460 0.868310 -0.2 -0.1 -0.3 0.1173
H 5.240332 -0.044225 -0.843592 0.0 -0.1 0.3 0.1125
H 4.640191 2.137044 -0.965558 -0.2 -0.3 0.1 0.1072
H 3.052404 1.385372 -0.967345 0.1 0.0 0.2 0.1032
H 4.371861 2.420215 1.627485 -0.2 0.0 -0.2 0.1158
H 3.582421 3.515032 0.484356 0.1 -0.3 0.1 0.1031
H 1.781123 3.163468 1.810497 0.0 -0.2 -0.2 0.1039
H 1.520425 1.813175 0.688748 0.2 0.1 0.1 0.0915
H 2.627590 1.759097 3.548706 -0.2 0.1 -0.2 0.1122
H 1.154987 0.997045 2.902020 0.3 0.1 0.0 0.1078
H 2.789398 -0.655931 3.312786 0.4 0.3 -0.2 0.1198
H 4.072075 0.178718 2.431192 -0.4 0.2 0.1 0.1105
C 0.334974 -0.704188 -0.845309 -0.5 1.1 0.6 -0.0299
C 1.467701 -1.594185 -1.117018 -0.6 -2.3 -2.4 0.0064
N 1.900091 -1.956263 -2.346590 -1.1 1.2 2.0 0.0889
C 2.721298 -3.085874 -2.577593 1.2 -0.2 -0.5 -0.1301
C 3.121087 -4.036810 -1.665264 0.0 -0.6 0.0 -0.0028
C 4.180426 -4.874736 -2.017200 -0.3 0.4 -0.3 -0.0458
C 4.812959 -4.734884 -3.257854 -0.1 -0.1 0.0 -0.0693
C 4.344941 -3.821363 -4.205341 -0.3 0.0 0.0 -0.0094
C 3.260036 -3.001131 -3.876299 0.6 -0.7 1.0 -0.0969
C 2.625373 -1.878514 -4.523280 -0.3 1.2 0.0 -0.0932
C 1.783720 -1.254582 -3.564423 0.3 0.3 -1.0 -0.1162
C 1.054815 -0.109965 -3.837285 0.1 -0.1 -0.5 0.0049
C 1.153062 0.419310 -5.140726 0.2 -0.3 0.3 -0.0663
C 2.022808 -0.152167 -6.083169 0.0 -0.1 0.3 -0.0716
C 2.793518 -1.285784 -5.770986 -0.5 0.2 0.3 -0.0018
H -0.003317 -0.880521 0.193771 0.3 0.1 -0.5 0.0988
H 0.608726 0.364331 -0.900973 -0.2 -0.4 0.0 0.0853
H -0.516720 -0.888860 -1.514616 0.3 0.0 -0.1 0.1022
H 1.618030 -2.425637 -0.446783 0.5 0.2 0.5 0.0822
H 2.638465 -4.131353 -0.704037 0.2 0.1 0.1 0.1032
H 4.530384 -5.600935 -1.290151 0.0 0.1 -0.2 0.1118
H 5.682361 -5.361018 -3.472526 -0.3 0.2 -0.1 0.1061
H 4.824257 -3.720244 -5.175905 0.0 -0.1 0.2 0.1102
H 0.438396 0.339610 -3.068673 0.0 0.1 -0.4 0.0899
H 0.552571 1.293488 -5.400300 0.3 -0.3 0.0 0.1059
H 2.101325 0.296999 -7.074032 0.0 -0.1 0.3 0.1048
H 3.508985 -1.708543 -6.469084 -0.2 0.1 -0.1 0.1145